DFT (ωB97M-V/def2-TZVPD) results for a structure of composition C28H21NO8PW.

Structure (XYZ):
```
60
Properties=species:S:1:pos:R:3:forces:R:3:mulliken_charge:R:1
W -1.013280 0.825956 0.299657 0.878 -1.013 0.754 1.7708
O -6.987931 -0.717653 1.569289 0.184 0.036 0.064 -0.3880
C -6.620755 -1.181148 0.505080 -0.481 -0.146 -0.515 0.4831
O -6.935897 -1.983022 -0.353035 0.164 0.122 0.246 -0.4377
C -5.238101 -0.417010 0.046033 0.266 0.228 0.166 0.5241
C -4.591393 -0.848565 -1.113007 -0.112 -0.110 -0.007 -0.7120
C -3.374401 -0.299011 -1.419121 0.091 -0.049 -0.132 -0.3017
N -2.791791 0.626358 -0.622676 -1.048 -0.149 0.175 -0.2002
C -3.495363 1.121630 0.444588 0.119 0.103 -0.412 0.2706
C -4.741195 0.610212 0.804519 -0.159 -0.123 0.166 -0.6382
C -2.879795 2.323923 1.125791 -0.381 0.393 0.283 0.3285
O -3.373278 2.884384 2.057876 -0.169 -0.075 -0.142 -0.5806
O -1.689150 2.627335 0.572812 0.234 -0.022 0.201 -0.6579
H -5.038160 -1.608102 -1.736109 0.050 0.012 -0.023 0.5186
H -2.824157 -0.590517 -2.303478 0.043 -0.055 0.054 0.5289
H -5.278811 1.025454 1.644893 0.110 -0.015 0.055 0.6160
C 1.840717 3.006095 0.605235 -0.138 -0.059 -0.029 -1.6126
P 0.933245 1.955442 -0.555187 0.612 0.160 -0.602 1.0530
C 0.464945 2.967229 -1.987334 -0.078 -0.209 0.021 0.6203
C -0.239818 2.308174 -2.999720 0.142 0.151 0.037 -0.3719
C -0.632202 2.993778 -4.134611 0.007 -0.033 0.020 -0.8502
C -0.339318 4.346970 -4.255583 -0.028 -0.004 -0.048 -0.4749
C 0.359263 5.002265 -3.255850 0.024 0.075 0.008 -0.6630
C 0.770584 4.314879 -2.121482 -0.020 -0.014 0.115 -0.4657
C 2.111962 0.732759 -1.208205 -0.141 -0.094 0.118 0.6764
C 3.379747 1.111360 -1.640736 -0.051 0.092 0.066 -0.4316
C 4.260374 0.158824 -2.126799 0.048 0.066 -0.013 -0.7368
C 3.881899 -1.174676 -2.180814 -0.030 -0.085 -0.005 -0.4646
C 2.615305 -1.560764 -1.767305 0.078 -0.058 -0.036 -0.9118
C 1.731750 -0.607546 -1.289673 0.083 0.252 -0.033 -0.1740
H 2.663100 3.530520 0.120703 -0.002 -0.009 0.001 0.5297
H 2.227370 2.371434 1.401124 -0.007 0.000 0.007 0.3143
H 1.139344 3.723056 1.033206 0.039 0.037 0.006 0.4949
H -0.453433 1.251379 -2.892298 -0.043 -0.041 -0.075 0.3409
H -1.159814 2.479255 -4.926908 -0.017 0.005 0.019 0.4176
H -0.658788 4.888438 -5.136065 0.021 0.007 0.003 0.4020
H 0.586576 6.055069 -3.356612 0.009 -0.006 0.007 0.4054
H 1.317430 4.837466 -1.346845 -0.023 0.011 -0.010 0.3469
H 3.668910 2.155170 -1.604305 0.078 -0.028 -0.021 0.3178
H 5.244247 0.454421 -2.465949 -0.010 0.019 0.010 0.4221
H 4.571524 -1.919372 -2.555475 0.018 0.022 0.000 0.4064
H 2.325622 -2.602128 -1.820064 -0.049 0.027 -0.001 0.4593
H 0.729943 -0.905439 -1.005644 -0.047 -0.136 0.084 0.4506
O -0.909231 -1.125325 1.022200 -0.228 0.362 -0.222 -0.7493
C 0.085529 -0.898153 1.834507 0.202 0.291 -0.128 1.0638
O 0.429159 0.324567 1.889889 -0.212 0.090 -0.236 -0.8617
C 0.778771 -1.960087 2.522064 0.117 -0.030 0.059 -0.0881
C 1.980537 -1.659597 3.165434 -0.170 0.034 -0.069 -0.7001
C 2.742494 -2.654435 3.761194 0.138 -0.123 0.131 -0.9858
C 2.251465 -3.939435 3.689967 -0.298 0.009 -0.148 0.9782
O 2.799964 -5.068441 4.173164 0.128 0.106 0.084 -0.4687
C 1.916327 -6.143154 3.837261 0.023 -0.239 0.020 -0.2331
O 0.794213 -5.574692 3.169163 -0.127 0.048 -0.056 -0.4823
C 1.033707 -4.239164 3.068033 0.217 0.030 0.058 0.8638
C 0.277285 -3.278305 2.465992 -0.073 -0.008 -0.002 -1.0130
H 2.316914 -0.633007 3.186034 0.018 0.003 -0.007 0.5217
H 3.675260 -2.436693 4.261377 -0.001 -0.015 -0.020 0.4537
H 1.596411 -6.648192 4.749141 -0.045 0.098 0.003 0.2613
H 2.427673 -6.842719 3.173074 0.017 0.096 -0.026 0.2618
H -0.663507 -3.497447 1.981590 0.029 -0.036 -0.024 0.5531
```
Forces are in eV/Å.

Summary:
LUMO level (spin up / spin down), eV: -4.25 / -6.43
Highest occupied orbital energy (spin up / spin down), Eh: -0.403 / -0.398
Energy above the lowest of the compared OMol25 structures with the same formula, charge and spin, kcal per mole: 41.6
Total charge: +1
2S+1: 3